Formula: C10H40BeN20O14S
Source: OMol25
Level of theory: ωB97M-V with the def2-TZVPD basis set

Computed properties:
total charge: 0
relative energy (zero: lowest compared OMol25 entry of this formula, charge and spin): 0.778 eV

Last column: Mulliken charge in e.
Cartesian coordinates (Å):
Be1 -1.634 -1.351 2.055  0.86
S1 -0.146 0.028 -0.116  0.17
O1 -0.492 0.950 -1.213  -0.46
O2 -0.527 0.593 1.184  0.07
O3 -0.942 -1.226 -0.292  -0.72
O4 1.272 -0.365 -0.190  1.15
C1 -2.356 1.522 3.691  0.63
O5 -2.472 0.279 3.768  -0.61
N1 -2.230 2.238 2.569  -0.04
N2 -2.599 2.261 4.802  -0.43
H1 -2.434 3.221 2.504  0.22
H2 -1.742 1.884 1.759  -0.06
H3 -2.983 1.815 5.614  0.26
H4 -2.587 3.261 4.720  0.15
C2 1.781 -0.329 -4.002  0.39
O6 2.368 -0.304 -5.073  -0.72
N3 1.573 -1.427 -3.225  -0.04
N4 1.161 0.805 -3.522  0.04
H5 1.271 -1.183 -2.296  -0.39
H6 1.784 -2.338 -3.581  0.16
H7 0.471 0.733 -2.787  0.07
H8 1.386 1.575 -4.126  0.21
C3 4.464 -2.726 -0.426  0.40
O7 5.537 -3.213 -0.117  -0.69
N5 3.249 -3.201 0.049  -0.22
N6 4.332 -1.592 -1.163  -0.15
H9 2.451 -2.634 -0.182  0.06
H10 3.220 -4.193 0.200  0.17
H11 3.534 -0.983 -1.196  0.04
H12 5.207 -1.289 -1.558  0.23
C4 -4.135 0.280 0.203  0.40
O8 -3.244 -0.170 0.934  -0.41
N7 -4.385 1.601 0.040  -0.21
N8 -4.978 -0.561 -0.446  -0.46
H13 -3.728 2.135 0.587  0.13
H14 -4.969 2.006 -0.665  0.27
H15 -5.606 -0.057 -1.045  0.14
H16 -4.988 -1.531 -0.202  0.21
C5 -2.830 -1.946 -3.491  0.43
O9 -3.305 -2.175 -4.599  -0.72
N9 -2.274 -0.722 -3.246  0.08
N10 -2.703 -2.848 -2.490  -0.14
H17 -1.980 -0.570 -2.290  -0.45
H18 -2.297 0.035 -3.898  0.21
H19 -2.280 -2.530 -1.636  0.01
H20 -2.924 -3.817 -2.600  0.20
C6 0.927 3.380 3.179  0.41
O10 1.066 4.564 3.431  -0.70
N11 0.846 2.888 1.907  0.11
N12 0.882 2.370 4.101  -0.23
H21 0.802 3.612 1.209  0.19
H22 0.330 2.033 1.707  -0.30
H23 0.877 1.417 3.772  0.09
H24 1.072 2.446 5.082  0.19
C7 4.092 2.195 -1.329  0.46
O11 5.263 2.472 -1.547  -0.72
N13 3.648 1.206 -0.513  -0.09
N14 3.104 2.945 -1.913  -0.23
H25 4.306 0.614 -0.039  0.26
H26 2.686 0.918 -0.362  -0.10
H27 2.148 2.664 -1.785  0.12
H28 3.326 3.843 -2.295  0.20
C8 1.319 -1.446 3.419  0.32
O12 0.120 -1.091 3.358  -0.41
N15 2.063 -1.378 4.543  -0.37
N16 2.031 -1.567 2.292  0.12
H29 3.066 -1.417 4.573  0.16
H30 1.664 -0.926 5.349  0.28
H31 1.544 -1.639 1.412  -0.72
H32 2.919 -2.047 2.266  0.32
C9 -0.015 -4.174 0.501  0.38
O13 -0.039 -3.333 1.408  -0.43
N17 -0.263 -3.854 -0.799  0.00
N18 0.408 -5.450 0.698  -0.45
H33 0.143 -4.453 -1.496  0.22
H34 -0.340 -2.840 -0.874  -0.06
H35 0.127 -6.209 0.101  0.20
H36 0.585 -5.754 1.642  0.25
C10 -2.230 3.712 -2.087  0.40
O14 -2.536 4.761 -2.643  -0.70
N19 -2.724 2.531 -2.542  -0.22
N20 -1.246 3.590 -1.129  -0.11
H37 -2.332 1.684 -2.165  0.08
H38 -3.338 2.588 -3.333  0.20
H39 -0.848 4.505 -0.989  0.23
H40 -0.743 2.700 -1.117  0.15